1.
Formula: C24H68N4O28
Source: OMol25
Level of theory: wB97M-V/def2-TZVPD

The calculation puts the highest occupied orbital energy (spin up / spin down) at -11.66 / -11.66 eV. Its expectation value of S² is 0.754.

Structure (ORCA input):
```
! RIJCOSX wB97M-V def2-TZVPD def2/J DEFGRID3
* xyz 1 2
O -1.546 -7.400 14.975
O -10.569 -4.442 22.910
O -2.049 -6.848 19.044
O -10.029 -11.054 21.395
O -14.362 -6.035 16.956
O -9.309 -2.273 20.022
O -14.311 -9.568 19.603
O -3.333 -10.720 21.792
O -5.087 -3.924 16.608
O -3.500 -5.199 21.348
O -10.136 -3.330 15.259
O -7.604 -7.407 19.344
O -3.647 -9.740 23.775
O -3.170 -3.186 17.231
O -3.286 -6.420 14.073
O -6.414 -9.081 14.745
O -7.387 -2.892 19.259
O -3.457 -5.433 17.176
O -11.657 -6.945 23.689
O -8.724 -8.262 17.563
O -13.946 -8.492 21.459
O -5.982 -10.043 16.609
O -7.408 -5.761 23.520
O -12.749 -5.605 15.349
O -9.622 -6.571 18.842
O -11.378 -9.016 16.525
O -5.311 -9.681 22.171
O -12.679 -4.525 17.205
N -8.117 -2.523 20.148
N -2.726 -7.342 14.664
N -13.857 -8.669 20.261
N -6.617 -9.947 15.580
C -4.876 -5.369 21.037
C -8.855 -10.303 21.229
C -13.297 -6.539 14.447
C -9.599 -3.311 16.574
C -2.308 -10.101 24.158
C -1.826 -3.383 17.622
C -4.173 -9.998 22.531
C -7.148 -7.119 23.314
C -7.552 -2.535 21.537
C -13.045 -4.112 18.521
C -13.367 -5.451 16.615
C -2.320 -8.230 19.180
C -6.117 -4.922 16.362
C -11.174 -9.849 15.478
C -8.601 -7.423 18.480
C -9.645 -5.789 20.044
C -11.475 -8.325 23.444
C -3.914 -4.280 17.073
C -7.583 -11.030 15.198
C -10.279 -3.736 24.116
C -3.596 -11.181 20.479
C -6.356 -8.084 18.956
C -3.573 -8.508 15.097
C -12.964 -7.748 19.478
H -8.237 -2.137 22.285
H -3.138 -12.170 20.456
H -10.316 -2.419 15.016
H -1.696 -3.544 18.693
H -14.121 -3.933 18.520
H -10.750 -10.703 16.005
H -8.387 -10.718 14.531
H -1.195 -2.546 17.323
H -14.375 -6.418 14.341
H -13.111 -7.548 14.815
H -3.221 -10.468 19.744
H -13.259 -6.727 19.720
H -7.951 -11.238 16.202
H -12.465 -3.263 18.882
H -13.005 -4.912 19.261
H -3.386 -8.457 19.213
H -10.404 -11.334 20.556
H -5.632 -7.984 19.764
H -7.019 -11.868 14.788
H -4.663 -11.343 20.326
H -7.037 -4.663 15.838
H -7.975 -10.937 21.123
H -7.273 -3.546 21.833
H -10.504 -8.885 16.900
H -10.850 -5.326 23.159
H -6.434 -5.432 17.272
H -5.753 -5.695 15.685
H -10.570 -8.735 23.892
H -12.303 -8.912 23.841
H -3.998 -9.006 14.226
H -8.653 -5.392 20.260
H -9.321 -4.067 24.516
H -10.266 -2.672 23.877
H -11.983 -8.119 19.776
H -1.938 -9.493 24.984
H -6.653 -1.922 21.478
H -5.934 -7.628 18.061
H -11.001 -3.933 24.908
H -2.875 -9.122 15.665
H -8.575 -2.953 16.685
H -2.316 -11.106 24.580
H -10.441 -5.047 19.978
H -6.596 -9.114 18.690
H -1.370 -4.278 17.199
H -11.376 -8.507 22.374
H -7.713 -7.522 22.472
H -8.656 -9.637 22.069
H -1.862 -8.652 20.074
H -2.962 -5.595 20.658
H -5.455 -4.956 21.864
H -10.177 -2.619 17.187
H -5.296 -4.898 20.148
H -12.225 -6.834 24.455
H -6.096 -7.175 23.036
H -1.547 -9.925 23.398
H -2.477 -6.563 18.233
H -4.224 -7.939 15.762
H -9.843 -6.518 20.830
H -1.902 -8.836 18.376
H -9.033 -9.736 20.315
H -13.192 -7.869 18.419
H -10.372 -9.546 14.804
H -7.012 -5.527 24.363
H -12.804 -6.515 13.475
H -4.971 -6.446 20.899
H -7.287 -7.765 24.180
H -9.891 -4.253 17.037
H -12.117 -10.075 14.981
*
```



2.
Formula: C24H69NO11
Source: OMol25
Level of theory: wB97M-V/def2-TZVPD

The calculation puts the highest occupied orbital energy at -8.46 eV.

Structure (ORCA input):
```
! RIJCOSX wB97M-V def2-TZVPD def2/J DEFGRID3
* xyz 0 1
O 19.773 14.936 7.099
O 18.341 16.380 10.880
O 20.412 16.551 8.268
O 15.917 15.974 14.145
O 17.109 16.003 9.289
O 20.028 16.951 11.380
O 17.832 19.921 11.014
O 16.807 9.164 7.174
O 17.870 15.444 14.522
O 22.822 12.631 9.184
O 22.711 13.699 12.274
N 17.500 9.882 8.184
C 15.842 15.464 9.604
C 17.791 14.034 14.516
C 18.121 18.590 10.823
C 19.031 14.148 10.612
C 15.581 11.466 8.614
C 16.407 16.105 12.863
C 20.007 17.281 12.731
C 19.692 10.151 9.378
C 17.873 11.968 9.499
C 21.528 12.583 9.823
C 18.499 15.162 11.633
C 19.381 11.652 9.488
C 18.438 14.738 7.320
C 18.954 7.865 8.669
C 19.155 17.324 8.276
C 20.678 13.901 13.562
C 18.934 9.432 8.258
C 17.086 11.328 8.287
C 15.905 13.967 9.580
C 15.816 17.414 12.288
C 19.817 9.641 6.980
C 17.326 12.083 6.960
C 21.383 17.748 13.213
C 21.649 14.575 12.656
H 16.166 13.668 8.565
H 21.335 18.140 14.229
H 19.891 14.547 13.951
H 21.108 14.974 11.797
H 18.568 17.256 7.360
H 19.961 10.688 6.712
H 16.532 13.530 10.358
H 17.494 16.179 12.826
H 19.911 14.524 10.089
H 18.598 15.713 15.086
H 16.257 17.761 11.353
H 19.429 9.147 6.089
H 17.565 16.236 10.334
H 19.798 12.063 10.407
H 16.628 15.642 14.698
H 17.008 16.601 8.545
H 20.795 9.183 7.124
H 19.179 15.248 12.480
H 17.498 14.925 11.993
H 22.245 17.086 13.124
H 14.984 13.432 9.811
H 16.908 13.669 15.040
H 19.298 13.255 11.176
H 18.402 12.226 6.861
H 21.253 11.599 10.203
H 16.926 13.092 7.066
H 19.406 18.380 8.367
H 18.204 7.732 9.449
H 15.445 11.061 9.617
H 18.048 18.059 11.772
H 17.768 13.803 13.451
H 17.964 13.851 6.900
H 19.557 9.602 10.310
H 16.029 18.246 12.960
H 18.666 7.290 7.788
H 21.768 18.573 12.613
H 17.693 13.038 9.394
H 17.446 18.112 10.113
H 19.117 18.521 10.387
H 19.660 16.390 13.255
H 20.830 12.845 9.028
H 18.266 13.911 9.873
H 21.183 13.506 14.443
H 15.545 15.925 10.546
H 20.754 10.115 9.133
H 17.730 20.354 10.164
H 20.216 13.014 13.128
H 17.917 15.582 6.868
H 15.089 15.669 8.843
H 14.738 17.371 12.132
H 17.121 9.559 6.357
H 21.368 13.415 10.509
H 17.435 11.657 10.447
H 18.279 14.781 8.398
H 22.127 15.355 13.250
H 19.245 16.464 11.116
H 14.917 11.000 7.886
H 19.241 18.036 12.906
H 20.001 15.671 7.672
H 18.703 13.641 14.965
H 20.858 16.642 9.114
H 16.102 15.296 12.199
H 19.933 7.641 9.092
H 16.885 11.637 6.069
H 15.258 12.504 8.692
H 18.496 16.911 9.040
H 23.210 14.157 11.593
H 19.890 12.173 8.677
H 22.981 11.811 8.709
*
```



3.
Formula: C24H70HgO12
Source: OMol25
Level of theory: wB97M-V/def2-TZVPD

The calculation puts the highest occupied orbital energy at -7.50 eV.

Structure (ORCA input):
```
! RIJCOSX wB97M-V def2-TZVPD def2/J DEFGRID3
* xyz 0 1
Hg 0.504 0.185 -0.290
O 1.366 -3.660 1.943
O -0.841 1.921 -0.895
O -0.349 -2.720 -4.167
O -2.982 0.575 -2.142
O 0.591 -0.381 -2.590
O 2.439 2.701 2.543
O -3.426 0.802 1.541
O 1.731 -1.693 0.137
O -2.810 2.271 3.916
O 2.465 1.572 -0.304
O 0.393 0.709 1.971
O -1.544 -0.963 -0.072
C -4.760 0.956 1.071
C -3.738 0.034 -3.220
C -2.132 -2.226 0.044
C -4.974 -0.669 -2.599
C 0.841 -4.947 1.582
C -1.651 -3.274 -0.939
C -0.475 0.869 -4.296
C 2.743 -2.151 -0.703
C -5.775 1.463 2.155
C -1.131 3.163 -0.375
C -0.028 3.704 0.477
C -1.916 3.149 3.306
C 0.987 -0.688 3.796
C 0.743 -3.555 -4.626
C -0.187 -0.127 2.985
C -1.852 4.458 4.126
C 3.640 2.071 -0.914
C 3.497 3.544 -1.301
C 1.912 -2.635 -4.841
C 0.853 0.516 -3.651
C 4.592 1.775 3.053
C 1.989 -5.886 1.216
C 3.762 3.044 2.928
C 4.012 -1.896 0.119
H -1.079 0.012 -4.595
H 2.526 -5.444 0.376
H 0.417 -4.025 -5.554
H -0.804 -0.927 2.576
H 2.551 2.362 1.652
H -3.217 -2.119 0.022
H -0.857 0.451 3.622
H -1.091 -3.309 -4.011
H -0.562 -3.268 -0.892
H 4.876 -2.271 -0.431
H 3.878 3.533 3.895
H -3.131 1.789 3.150
H 3.453 4.151 -0.397
H 2.831 -1.684 -1.683
H 1.809 -3.771 2.786
H 0.921 -4.387 -3.945
H 0.878 3.913 -0.092
H 1.633 -1.300 3.167
H 0.245 3.156 1.379
H -5.608 -1.205 -3.306
H 1.687 -6.887 0.909
H 4.061 1.013 3.623
H 1.714 -1.891 -5.613
H -0.493 4.628 0.821
H 1.590 0.156 4.135
H -4.695 -1.436 -1.876
H -4.776 1.608 0.198
H 2.657 -5.984 2.071
H -2.950 0.235 0.930
H 2.620 3.673 -1.935
H -1.547 1.670 -1.495
H 4.390 3.862 -1.839
H 0.123 -4.967 0.762
H 0.834 1.412 2.454
H -2.105 3.171 0.114
H -3.155 -0.607 -3.880
H -0.910 2.736 3.231
H 4.073 -0.849 0.413
H -1.010 1.541 -3.624
H -1.855 -2.653 1.008
H -6.805 1.357 1.817
H 1.327 1.389 -3.202
H 1.594 0.105 -4.336
H -5.662 -0.009 -2.071
H -2.678 -0.112 -1.545
H -5.771 0.832 3.045
H 2.611 -3.221 -0.868
H 2.353 -2.224 -3.933
H 2.721 -3.235 -5.257
H 0.314 -5.250 2.486
H 4.045 -2.526 1.009
H 0.661 -1.319 4.622
H 4.469 2.008 -0.208
H -2.649 5.164 3.894
H -1.276 3.801 -1.247
H 5.541 1.951 3.558
H 4.169 3.696 2.156
H -2.016 -4.257 -0.643
H -5.639 2.483 2.513
H -1.926 -3.006 -1.959
H -1.714 4.269 5.191
H 4.811 1.396 2.055
H -0.300 1.496 -5.170
H 1.683 -2.357 0.829
H -2.274 3.427 2.315
H 3.920 1.461 -1.773
H -4.088 0.806 -3.906
H -5.100 -0.001 0.674
H 0.237 -1.210 -2.922
H -0.969 4.985 3.767
*
```



4.
Formula: C24H70N2O10
Source: OMol25
Level of theory: wB97M-V/def2-TZVPD

The calculation puts the highest occupied orbital energy at -8.82 eV.

Structure (ORCA input):
```
! RIJCOSX wB97M-V def2-TZVPD def2/J DEFGRID3
* xyz 0 1
O 4.117 -0.267 -1.048
O 1.893 -0.486 0.844
O -2.607 2.311 -0.263
O -4.582 -2.605 5.477
O -0.112 -6.743 0.854
O 0.136 -2.725 -2.550
O -0.955 -0.190 -3.403
O 3.810 3.608 1.259
O 1.273 4.917 0.267
O -6.220 -0.571 -0.976
N -4.449 1.365 1.395
N 4.522 0.036 1.861
C 4.651 1.477 2.178
C -5.288 -1.617 -0.622
C -4.048 -1.169 3.609
C -3.559 -2.291 4.555
C -0.418 -0.619 0.241
C -0.403 -3.483 -3.645
C -1.723 2.551 -1.361
C 4.232 2.299 0.945
C 0.482 4.649 1.420
C 4.436 4.613 0.430
C 0.394 0.469 -5.279
C 0.889 0.161 0.089
C 1.164 -4.715 0.568
C 1.417 4.652 2.643
C -0.213 -4.963 -3.480
C -3.648 3.398 2.460
C 0.173 0.606 -3.814
C 4.423 -1.588 -1.508
C 1.191 -6.228 0.679
C -3.731 3.149 -0.124
C -4.380 2.824 1.244
C 6.127 1.717 2.486
C -3.956 -1.028 -1.059
C 3.171 -2.274 -1.949
H -0.387 -1.682 0.001
H 1.016 0.260 -3.214
H -3.935 2.990 3.431
H 0.032 1.643 -3.491
H 1.342 0.950 -5.556
H 4.980 2.221 0.143
H -0.304 5.398 1.521
H 1.825 -6.546 1.517
H -5.003 0.906 0.682
H 4.055 1.678 3.068
H -3.526 4.195 -0.369
H -4.148 -0.219 4.137
H -1.631 -0.174 -4.087
H 3.507 -0.034 1.751
H -3.829 -0.072 -0.562
H 4.870 -2.140 -0.680
H -1.094 -0.283 -0.559
H -5.420 3.157 1.243
H 2.140 5.457 2.705
H -3.769 4.472 2.619
H -0.262 1.088 -5.897
H -3.101 -1.681 -0.881
H 6.792 1.477 1.650
H 3.389 1.826 0.411
H 2.696 -1.771 -2.800
H 6.191 2.795 2.687
H 0.211 -3.087 -4.469
H -7.112 -0.921 -1.044
H -0.877 1.905 -1.154
H -3.957 -0.816 -2.129
H 2.122 -4.404 0.142
H 1.712 -6.619 -0.208
H 6.586 1.141 3.288
H -0.930 -5.470 -4.132
H -2.216 2.297 -2.300
H -0.023 3.679 1.345
H 1.163 -4.218 1.540
H 0.453 -0.562 -5.625
H -1.440 3.605 -1.358
H 2.611 -0.750 0.246
H -2.713 -1.825 5.069
H 5.516 4.450 0.418
H 4.076 0.390 -1.746
H -5.332 -2.034 5.297
H -4.935 -1.480 3.056
H 4.844 -0.128 0.909
H -5.665 -2.515 -1.121
H 0.795 4.550 3.538
H 5.094 -1.490 -2.366
H 0.360 -4.307 -0.041
H -4.545 2.867 -0.807
H -0.020 -7.663 1.119
H 1.160 0.272 -0.965
H -5.323 -1.870 0.442
H -2.577 3.191 2.382
H 1.997 4.281 0.307
H 3.323 -3.296 -2.308
H -3.249 -3.178 4.002
H 4.289 5.501 1.046
H -0.426 -5.263 -2.452
H -3.331 -0.840 2.850
H 1.939 3.701 2.586
H -3.479 1.087 1.296
H 4.035 4.692 -0.579
H 2.328 -2.345 -1.258
H 0.730 1.193 0.426
H -0.949 -0.452 1.176
H -1.429 -3.190 -3.880
H 0.734 -5.413 -3.778
H -0.185 -1.817 -2.652
*
```



| no. | electronic energy (eV) |
| --- | --- |
| 1 | -89254.4928 |
| 2 | -49993.1286 |
| 3 | -54763.4474 |
| 4 | -49473.7732 |